DFT (ωB97M-V/def2-TZVPD) results for C4H6S as an isolated structure at a distorted geometry.

Summary:
Calculated total energy   -15073.8869 eV
Orbital gap   9.32 eV
E_HOMO   -8.6217 eV
ΔE to the lowest compared entry with this formula, charge and spin   569.8 kJ/mol

Geometry as XYZ:
```
11
Properties=species:S:1:pos:R:3:mulliken_charge:R:1
C 1.333 1.075 0.221 -0.752
C -0.360 -1.548 0.274 -0.473
C -1.348 -0.362 0.121 -0.369
C -2.033 0.520 -0.482 -0.017
H 1.857 0.920 1.297 0.240
H 2.136 1.399 -0.201 0.357
H 0.316 1.486 0.080 0.204
H -0.143 -2.382 1.140 0.336
H -0.558 -2.173 -0.963 0.224
H -2.457 1.698 -0.898 0.299
S 1.258 -0.632 -0.590 -0.049
```